Entry 1:
DFT (ωB97M-V with the def2-TZVPD basis set) results for C42H77IN3O37PS11 as an isolated structure.

The geometry in ORCA input format:
```
! wB97M-V def2-TZVPD RIJCOSX def2/J DEFGRID3
* xyz 0 1
C 0.955 3.824 3.064
C 1.018 2.725 2.146
C 2.035 2.550 0.926
C 3.541 2.638 1.472
C 3.870 2.078 2.929
C 4.348 0.512 2.932
S 3.345 -0.646 3.934
C 2.290 0.154 5.195
S 2.982 1.051 6.459
N 0.831 0.047 5.197
C -0.006 -0.193 4.037
C -1.518 -0.207 4.333
N -1.507 0.012 5.780
C -0.157 0.141 6.275
C 1.789 3.632 -0.292
C 0.478 4.529 -0.170
C -0.960 3.881 -0.132
C -1.944 4.959 0.617
C -2.762 4.314 1.863
C -4.321 4.802 1.845
C -5.363 3.650 2.306
C -5.691 2.717 1.015
C -4.727 1.410 1.029
C -5.259 0.364 -0.103
C -4.055 -0.710 -0.376
C -3.334 -0.343 -1.762
C -2.348 -1.586 -2.136
O -1.631 -2.020 -0.945
C -0.321 -2.541 -1.277
C 2.186 3.088 -1.758
I 0.545 2.529 -3.083
P 3.169 4.425 -2.773
N 2.971 6.028 -2.092
O 4.875 4.116 -2.646
C 3.163 1.791 -1.776
O 2.504 0.600 -1.263
S 1.646 0.877 0.143
O 1.968 -0.281 1.068
O 0.159 0.741 -0.164
H 1.751 4.094 3.842
H 0.011 4.479 3.061
H 0.204 1.915 2.269
H 4.193 1.997 0.756
H 4.013 3.694 1.403
H 3.143 2.329 3.765
H 4.845 2.629 3.244
H 4.364 0.175 1.826
H 5.449 0.432 3.281
H 0.349 -0.346 2.967
H -2.365 -0.337 3.591
H 0.174 0.294 7.348
H 2.642 4.397 -0.070
H 0.610 5.210 0.757
H 0.496 5.277 -1.064
H -1.472 3.711 -1.156
H -1.091 2.908 0.446
H -1.397 5.916 0.918
H -2.762 5.287 -0.136
H -2.340 4.758 2.848
H -2.663 3.181 1.951
H -4.445 5.709 2.556
H -4.660 5.146 0.808
H -6.350 4.194 2.551
H -4.970 3.062 3.201
H -5.619 3.296 0.033
H -6.769 2.322 1.107
H -3.641 1.641 0.742
H -4.770 0.910 2.068
H -6.146 -0.247 0.271
H -5.450 0.933 -1.080
H -3.271 -0.597 0.463
H -4.491 -1.774 -0.406
H -4.117 -0.217 -2.585
H -2.698 0.608 -1.667
H -1.634 -1.189 -2.954
H -2.980 -2.461 -2.557
H -0.321 -3.028 -2.327
H 0.510 -1.760 -1.282
H -0.082 -3.362 -0.511
H 2.011 6.394 -2.152
H 3.386 6.138 -1.155
H 5.111 3.978 -1.693
H 3.324 1.576 -2.905
H 4.208 1.986 -1.365
C -9.914 2.085 5.711
C -9.586 3.564 5.846
O -8.256 3.696 5.346
S -8.022 2.602 4.169
O -8.231 3.250 2.909
O -6.842 1.853 4.475
O -9.319 1.677 4.479
H -9.459 1.504 6.518
H -10.989 1.900 5.694
H -9.645 3.911 6.878
H -10.245 4.173 5.220
C 2.179 -4.073 2.795
C 0.934 -3.340 2.319
O 0.210 -4.303 1.553
S 0.468 -5.777 2.174
O -0.631 -6.104 3.034
O 0.910 -6.636 1.115
O 1.744 -5.400 3.102
H 2.927 -4.137 2.000
H 2.622 -3.604 3.674
H 1.172 -2.465 1.712
H 0.307 -3.036 3.163
C 2.674 -5.252 -5.120
C 3.530 -5.166 -3.866
O 3.878 -3.784 -3.748
S 2.665 -2.882 -4.338
O 1.851 -2.448 -3.239
O 3.204 -1.976 -5.309
O 1.873 -4.066 -5.114
H 3.290 -5.240 -6.020
H 2.040 -6.140 -5.127
H 4.423 -5.784 -3.930
H 2.956 -5.448 -2.978
C -1.344 3.874 8.046
C 0.123 4.214 7.834
O 0.161 4.945 6.610
S -1.214 5.789 6.455
O -0.972 7.131 6.896
O -1.789 5.481 5.180
O -2.067 5.024 7.604
H -1.645 3.024 7.426
H -1.571 3.658 9.090
H 0.750 3.325 7.771
H 0.495 4.866 8.630
C -0.365 -7.898 -1.334
C -1.444 -7.086 -2.031
O -0.864 -6.691 -3.275
S 0.160 -7.846 -3.772
O -0.523 -8.679 -4.717
O 1.427 -7.233 -4.051
O 0.270 -8.653 -2.371
H 0.385 -7.249 -0.879
H -0.775 -8.564 -0.574
H -1.747 -6.213 -1.452
H -2.323 -7.700 -2.248
C 8.191 -4.123 -6.280
C 6.999 -3.333 -6.799
O 6.203 -4.286 -7.504
S 6.358 -5.736 -6.793
O 5.243 -5.924 -5.910
O 6.728 -6.692 -7.791
O 7.663 -5.393 -5.892
H 8.930 -4.288 -7.069
H 8.670 -3.635 -5.431
H 7.295 -2.517 -7.457
H 6.399 -2.936 -5.974
C 3.624 -8.762 -5.692
C 4.178 -9.952 -4.925
O 5.267 -10.429 -5.717
S 5.956 -9.172 -6.481
O 7.099 -8.756 -5.722
O 6.020 -9.473 -7.879
O 4.766 -8.097 -6.235
H 2.992 -9.088 -6.523
H 3.058 -8.086 -5.051
H 3.435 -10.737 -4.781
H 4.576 -9.645 -3.953
C -3.536 7.651 -2.018
C -3.106 9.103 -2.157
O -1.687 9.056 -2.308
S -1.283 7.691 -3.089
O -1.106 8.002 -4.475
O -0.292 7.000 -2.313
O -2.700 6.922 -2.918
H -3.352 7.280 -1.006
H -4.587 7.506 -2.271
H -3.382 9.703 -1.290
H -3.527 9.555 -3.060
*
```

Results
E_tot (eV): -261586.3343
Orbital gap (eV): 6.9

=====

Entry 2:
DFT (ωB97M-V with the def2-TZVPD basis set) results for C9H7NO2 as an isolated structure.

The geometry in ORCA input format:
```
! wB97M-V def2-TZVPD RIJCOSX def2/J DEFGRID3
* xyz 0 1
C -1.408 -0.773 0.242
C 0.305 0.812 0.302
C 0.767 1.960 0.851
C 1.915 2.382 0.541
C 2.605 1.743 -0.476
C 2.338 0.627 -0.882
C 1.022 0.072 -0.644
C 0.515 -1.188 -1.119
C -0.628 -1.647 -0.697
H -2.382 -3.087 0.860
H -0.143 2.558 1.368
H 2.414 3.621 0.716
H 3.918 2.307 -0.508
H 2.764 -0.323 -1.729
H 1.316 -1.742 -1.992
H -1.157 -2.337 -1.231
N -2.572 -1.079 0.761
O -3.227 -2.396 0.309
O -0.936 0.224 0.751
*
```

Results
E_tot (eV): -15021.5402
ΔE to the lowest compared entry with this formula, charge and spin (eV): 10.770
Orbital gap (eV): 8.2

=====

Entry 3:
DFT (ωB97M-V with the def2-TZVPD basis set) results for C29H67CsN5O4PSSi5Te as an isolated structure.

The geometry in ORCA input format:
```
! wB97M-V def2-TZVPD RIJCOSX def2/J DEFGRID3
* xyz -2 1
Cs -0.873 -1.227 0.155
C -2.133 3.376 -3.110
C -1.756 4.050 -1.849
N -2.260 5.148 -1.376
N -1.584 5.324 -0.193
C -0.682 4.369 0.087
S 0.298 4.187 1.429
N -0.790 3.565 -1.003
N -0.122 2.350 -1.153
H -2.907 3.956 -3.608
H -2.495 2.365 -2.916
H -1.273 3.266 -3.774
H -1.819 6.076 0.425
H 0.442 2.355 -2.000
H 0.510 2.267 -0.358
C -4.446 -1.773 2.017
Si -2.911 -2.658 2.675
C -3.553 -3.652 4.159
C -2.540 -4.005 1.369
C -1.533 -1.519 3.002
Si -1.982 0.110 3.687
C -0.498 1.130 4.256
C -3.098 0.022 5.219
C -2.896 1.265 2.490
Si -0.056 -2.229 3.750
C 0.424 -3.973 3.199
C -0.064 -2.376 5.642
C 1.501 -1.202 3.305
C 2.426 -0.768 4.259
C 3.534 -0.036 3.860
C 3.691 0.258 2.515
C 2.722 -0.186 1.622
N 1.655 -0.896 1.999
H -5.249 -2.493 1.819
H -4.235 -1.233 1.084
H -4.816 -1.045 2.750
H -4.348 -4.349 3.863
H -3.955 -2.969 4.918
H -2.748 -4.231 4.631
H -3.412 -4.655 1.228
H -1.697 -4.635 1.666
H -2.304 -3.572 0.391
H 0.100 0.609 5.012
H -0.844 2.076 4.691
H 0.167 1.372 3.417
H -2.622 -0.588 5.997
H -4.058 -0.453 4.974
H -3.308 1.016 5.637
H -2.560 1.147 1.454
H -2.720 2.309 2.772
H -3.977 1.084 2.501
H -0.382 -4.690 3.396
H 1.312 -4.299 3.752
H 0.657 -4.008 2.127
H -0.943 -2.964 5.932
H -0.161 -1.394 6.122
H 0.829 -2.873 6.044
H 2.267 -1.004 5.306
H 4.262 0.308 4.587
H 4.540 0.825 2.162
H 2.810 0.039 0.558
C -0.582 -4.955 -3.753
C -0.932 -3.503 -4.014
O -1.369 -2.940 -2.762
P -2.443 -1.707 -2.867
O -2.665 -1.292 -1.451
Te -1.910 -0.199 -4.570
O -3.752 -2.516 -3.399
C -4.344 -3.449 -2.480
C -5.504 -2.819 -1.734
H -0.169 -5.406 -4.660
H -1.466 -5.520 -3.448
H 0.165 -5.024 -2.957
H -1.719 -3.421 -4.763
H -0.066 -2.955 -4.375
H -3.602 -3.821 -1.772
H -4.683 -4.295 -3.079
H -5.159 -1.927 -1.213
H -5.906 -3.521 -0.997
H -6.301 -2.538 -2.427
C 2.561 -3.049 -0.660
O 1.582 -2.109 -1.064
H 3.192 -2.663 0.147
H 3.207 -3.346 -1.492
H 2.036 -3.931 -0.292
H 2.040 -1.333 -1.435
C 2.462 4.079 -2.871
Si 3.410 2.673 -2.007
C 3.424 3.245 -0.212
C 5.187 2.940 -2.613
C 2.854 0.993 -2.274
Si 3.050 0.227 -3.886
C 4.864 0.001 -4.394
C 2.300 1.126 -5.384
C 2.302 -1.498 -3.957
H 2.968 5.042 -2.733
H 1.446 4.181 -2.464
H 2.368 3.893 -3.948
H 3.995 4.179 -0.123
H 3.899 2.499 0.425
H 2.420 3.437 0.189
H 5.530 3.952 -2.367
H 5.271 2.814 -3.699
H 5.865 2.217 -2.146
H 1.918 0.722 -1.772
H 5.316 0.950 -4.707
H 4.941 -0.697 -5.238
H 5.461 -0.390 -3.562
H 2.500 2.204 -5.328
H 1.211 0.988 -5.390
H 2.699 0.755 -6.337
H 2.922 -2.246 -3.446
H 2.172 -1.810 -5.000
H 1.313 -1.497 -3.489
*
```

Results
E_tot (eV): -114162.1148
ΔE to the lowest compared entry with this formula, charge and spin (eV): 1.649
Orbital gap (eV): 5.3

=====

Entry 4:
DFT (ωB97M-V with the def2-TZVPD basis set) results for a 2-piece molecular cluster, C4H14N2O overall.

The geometry in ORCA input format:
```
! wB97M-V def2-TZVPD RIJCOSX def2/J DEFGRID3
* xyz 0 1
C 2.658 -0.414 0.140
C 1.674 0.661 0.587
C 0.403 0.040 1.119
N -0.701 -0.118 0.129
C -1.582 0.776 -0.638
N -1.683 2.205 -0.337
H 3.030 -0.882 1.054
H 2.186 -1.185 -0.462
H 3.516 0.072 -0.334
H 1.428 1.417 -0.168
H 2.159 1.196 1.399
H 0.469 -0.918 1.647
H -0.010 0.725 1.860
H -1.334 -0.746 0.594
H -2.586 0.494 -0.303
H -1.546 0.622 -1.716
H -1.836 2.392 0.632
H -1.069 2.785 -0.867
O -1.953 -2.974 -1.124
H -1.554 -3.797 -1.403
H -1.666 -2.353 -1.810
*
```

Results
E_tot (eV): -9401.4544
ΔE to the lowest compared entry with this formula, charge and spin (eV): 2.153
SMILES string: CCCNCN.O
Orbital gap (eV): 8.9

=====

Entry 5:
DFT (ωB97M-V with the def2-TZVPD basis set) results for C45H50N4O4RbS3Se2 as an isolated structure.

The geometry in ORCA input format:
```
! wB97M-V def2-TZVPD RIJCOSX def2/J DEFGRID3
* xyz -1 1
Rb -0.452 0.062 -0.426
O -2.446 -5.708 0.246
C -1.724 -4.893 -0.695
C -0.605 -4.118 -0.001
C 0.251 -5.155 0.750
O 1.481 -4.669 1.259
C -1.254 -3.115 0.968
Se -0.091 -2.003 2.146
C 0.252 -3.447 -1.090
Se -0.671 -2.463 -2.558
H -3.239 -6.014 -0.200
H -2.394 -4.183 -1.183
H -1.284 -5.529 -1.474
H 0.507 -5.959 0.051
H -0.347 -5.596 1.555
H 1.278 -3.813 1.686
H -1.907 -3.668 1.642
H -1.891 -2.450 0.377
H 0.853 -4.222 -1.571
H 0.960 -2.789 -0.588
C 1.526 2.035 2.031
O 2.467 1.031 -0.002
C 2.978 -0.120 0.729
C 3.578 -1.039 -0.339
O 3.356 -2.396 -0.100
C 3.939 -2.861 1.098
H 2.055 1.444 2.781
H 0.566 1.578 1.798
H 1.345 3.055 2.370
H 2.153 -0.629 1.243
H 3.724 0.228 1.449
H 4.658 -0.843 -0.429
H 3.108 -0.808 -1.299
H 5.020 -2.655 1.108
H 3.748 -3.929 1.144
H 3.473 -2.399 1.976
N 2.263 2.164 0.781
S 3.461 3.281 0.668
N 1.514 5.185 0.872
S 0.246 5.888 0.825
N -1.219 5.238 0.906
S -1.627 3.901 0.115
N -0.769 2.762 -0.181
C -3.063 3.492 1.122
C -2.938 3.544 2.503
C -3.963 3.061 3.300
C -5.109 2.532 2.720
C -5.224 2.476 1.340
C -4.197 2.950 0.535
C -2.431 4.583 -1.364
C -2.038 4.049 -2.577
C -2.560 4.567 -3.757
C -3.483 5.600 -3.709
C -3.889 6.118 -2.484
C -3.357 5.615 -1.308
C -0.002 7.125 2.125
C 1.160 7.740 2.568
C 1.092 8.704 3.562
C -0.136 9.043 4.115
C -1.293 8.413 3.678
C -1.231 7.450 2.679
C 0.120 6.980 -0.626
C -0.963 7.812 -0.862
C -0.989 8.591 -2.009
C 0.062 8.529 -2.917
C 1.144 7.697 -2.672
C 1.177 6.925 -1.518
C 5.011 2.408 0.665
C 5.711 2.418 1.866
C 6.898 1.711 1.966
C 7.382 1.016 0.866
C 6.683 1.021 -0.333
C 5.487 1.714 -0.441
C 3.317 3.797 -1.032
C 4.404 4.430 -1.614
C 4.276 4.920 -2.906
C 3.074 4.767 -3.584
C 1.995 4.148 -2.969
C 2.098 3.664 -1.673
H -2.041 3.963 2.940
H -3.864 3.090 4.377
H -5.906 2.153 3.346
H -6.108 2.050 0.883
H -4.274 2.881 -0.542
H -1.331 3.228 -2.568
H -2.254 4.154 -4.709
H -3.895 6.001 -4.626
H -4.613 6.922 -2.448
H -3.655 6.018 -0.348
H 2.103 7.434 2.133
H 1.996 9.185 3.911
H -0.189 9.792 4.895
H -2.248 8.667 4.119
H -2.118 6.934 2.340
H -1.784 7.843 -0.159
H -1.836 9.237 -2.201
H 0.034 9.132 -3.816
H 1.964 7.643 -3.377
H 2.007 6.269 -1.285
H 5.324 2.971 2.713
H 7.445 1.706 2.899
H 8.309 0.465 0.943
H 7.059 0.468 -1.184
H 4.923 1.707 -1.363
H 5.339 4.540 -1.078
H 5.113 5.415 -3.378
H 2.974 5.146 -4.593
H 1.052 4.058 -3.491
H 1.238 3.253 -1.153
*
```

Results
E_tot (eV): -225472.5548
ΔE to the lowest compared entry with this formula, charge and spin (eV): 0.440
Orbital gap (eV): 4.5

=====

Entry 6:
DFT (ωB97M-V with the def2-TZVPD basis set) results for C32H26ClErP2S2 as an isolated structure.

The geometry in ORCA input format:
```
! wB97M-V def2-TZVPD RIJCOSX def2/J DEFGRID3
* xyz 0 4
Er -0.480 -0.597 -2.330
S 2.183 -0.945 -2.580
P 1.840 -0.948 -0.539
C 0.288 -0.428 -0.067
P -0.112 1.225 -0.093
S -0.349 2.040 -1.988
C 0.936 2.349 0.870
C 0.828 2.310 2.262
C 1.623 3.133 3.042
C 2.538 3.988 2.439
C 2.655 4.022 1.057
C 1.850 3.204 0.271
C -1.751 1.385 0.684
C -2.382 0.276 1.229
C -3.667 0.391 1.755
C -4.312 1.616 1.746
C -3.675 2.737 1.216
C -2.404 2.620 0.684
C 1.981 -2.689 -0.031
C 0.885 -3.533 -0.186
C 0.982 -4.879 0.124
C 2.181 -5.398 0.603
C 3.275 -4.563 0.768
C 3.176 -3.213 0.449
C 3.232 -0.130 0.279
C 3.236 -0.058 1.673
C 4.286 0.563 2.332
C 5.333 1.120 1.604
C 5.328 1.057 0.220
C 4.276 0.435 -0.443
H 0.113 1.645 2.734
H 1.530 3.109 4.121
H 3.160 4.631 3.050
H 3.368 4.688 0.588
H 1.929 3.234 -0.809
H -1.860 -0.674 1.231
H -4.159 -0.482 2.164
H -5.313 1.703 2.149
H -4.175 3.697 1.211
H -1.919 3.487 0.249
H -0.073 -3.143 -0.516
H 0.120 -5.522 0.002
H 2.257 -6.449 0.851
H 4.211 -4.958 1.143
H 4.042 -2.573 0.572
H 2.414 -0.482 2.239
H 4.287 0.621 3.413
H 6.151 1.607 2.120
H 6.139 1.494 -0.348
H 4.265 0.383 -1.524
Cl -6.962 0.847 -4.611
C -5.648 -0.005 -3.832
C -5.481 -1.363 -4.053
C -4.441 -2.038 -3.433
C -3.537 -1.387 -2.584
C -2.373 -2.052 -1.943
C -3.745 -0.012 -2.391
C -4.786 0.679 -2.997
H -6.171 -1.886 -4.703
H -4.325 -3.101 -3.609
H -2.330 -3.122 -2.158
H -2.432 -1.950 -0.851
H -3.107 0.544 -1.706
H -4.927 1.737 -2.819
*
```

Results
E_tot (eV): -113999.9921
Orbital gap (alpha / beta) (eV): 7.4 / 7.4